(1)
Density functional theory data (the ωB97M-V functional and the def2-TZVPD basis) for a cluster of 4 separate species, C2H13NO4 in total.

- SMILES = CNCO.O.O.O
- E_HOMO (eV) = -8.745
- total energy (eV) = -11963.9387
- Kohn-Sham gap (eV) = 9.1

Atoms and positions in Å:
H: 2.4363 -1.5375 -3.4379
H: 1.3278 -2.9201 -1.5291
C: 1.4136 -1.4677 -3.0047
N: 1.4867 -1.9186 -1.6127
H: 1.0275 -1.9326 0.3908
O: 1.2921 -0.0144 -0.2241
H: 1.0425 -0.4120 -3.0983
H: -4.1535 1.7515 2.7630
H: 1.6723 4.3364 0.6698
H: 1.3690 3.0420 1.4537
O: -1.1461 -0.6282 1.8348
H: -4.8541 2.1586 4.0287
O: -5.0374 1.7778 3.1541
H: -1.2345 0.1684 1.2802
H: -1.9978 -1.0287 1.6184
H: 2.2743 -0.0479 -0.2658
H: 0.7634 -2.1362 -3.5831
O: 1.8151 3.3833 0.6635
H: -0.2869 -1.2446 -0.6109
C: 0.7899 -1.3295 -0.4902

Mulliken atomic charge list, values in e, 8 entries: number 1, H, carries 0.250; number 2, H, carries 0.217; number 3, C, carries -0.744; number 4, N, carries -0.337; number 5, H, carries 0.293; number 6, O, carries -0.526; number 7, H, carries 0.275; number 8, H, carries 0.314


(2)
Density functional theory data (the ωB97M-V functional and the def2-TZVPD basis) for a cluster of 5 separate species, C2H13NO5 in total.

- SMILES = NCC=O.O.O.O.O
- E_HOMO (eV) = -9.126
- total energy (eV) = -14011.5611
- Kohn-Sham gap (eV) = 9.2

Atoms and positions in Å:
H: 0.1014 3.8507 2.7346
H: -1.6036 -1.0953 -0.7891
H: -0.3749 1.9553 -0.4642
H: 2.1221 1.8183 -0.2861
H: 0.7319 -1.3410 -0.4593
C: -1.0272 -3.2243 -0.9844
H: -0.4266 1.1007 0.7993
C: -0.9490 -1.6979 -1.4405
H: 1.6430 -0.4876 2.1155
N: 0.3730 -1.1921 -1.3884
O: -0.0227 -3.5897 -0.4217
H: 0.4409 -0.4854 3.0020
H: -0.9843 3.7625 1.7525
O: -0.2755 4.3695 2.0182
O: 1.5527 2.1074 -1.0076
H: -1.5036 -1.6844 -2.4030
O: 0.6815 -0.4330 2.0643
H: 1.0403 -1.2943 -2.1291
O: -0.9478 1.7246 0.2819
H: -1.9644 -3.7540 -1.1617
H: 1.4751 1.4261 -1.6893

Mulliken atomic charge list, values in e, 8 entries: number 1, H, carries 0.295; number 2, H, carries 0.244; number 3, H, carries 0.374; number 4, H, carries 0.304; number 5, H, carries 0.153; number 6, C, carries 0.133; number 7, H, carries 0.271; number 8, C, carries -0.605


Energy above the lowest of the compared OMol25 structures with the same formula, charge and spin values (in eV) by entry order: 1.528 2.208.